Computed, not measured: a cluster of 2 separate species, CH4ClNP2 in total, with ωB97M-V with the def2-TZVPD basis set.

<S²>: 2.020

Geometry as ORCA input:
```
! wB97M-V def2-TZVPD RIJCOSX def2/J DEFGRID3
* xyz 0 3
C -2.03 -0.56 -0.25
N 0.03 1.09 0.31
P -0.16 -0.27 -0.33
P 3.33 1.06 -0.15
Cl 2.93 -0.88 0.01
H -2.23 -1.57 0.10
H -2.46 0.18 0.41
H -2.42 -0.44 -1.26
H 3.00 1.40 1.17
*
```

---

Computed, not measured: an isolated molecule of CH4ClOP, with ωB97M-V with the def2-TZVPD basis set.

Geometry as ORCA input:
```
! wB97M-V def2-TZVPD RIJCOSX def2/J DEFGRID3
* xyz 0 1
C -1.64 -0.76 0.20
O 1.29 -0.74 -0.32
P 1.07 0.65 0.05
Cl -1.11 0.74 -0.25
H -1.56 -0.94 1.17
H -1.43 -1.56 -0.49
H 2.08 1.25 0.76
H 1.31 1.36 -1.12
*
```

---

Computed, not measured: a cluster of 2 separate species, CH4ClP in total, with ωB97M-V with the def2-TZVPD basis set.

SMILES: C=P.Cl

Geometry as ORCA input:
```
! wB97M-V def2-TZVPD RIJCOSX def2/J DEFGRID3
* xyz 0 1
C -0.85 -0.49 -0.23
P -1.02 1.15 0.05
H 0.15 -0.99 -0.25
H -1.72 -1.13 0.12
H -2.27 0.93 0.61
Cl 3.33 0.35 0.28
H 2.38 0.16 -0.58
*
```

---

Computed, not measured: a structure of composition CH4CsN2O, with ωB97M-V with the def2-TZVPD basis set.

Geometry as ORCA input:
```
! wB97M-V def2-TZVPD RIJCOSX def2/J DEFGRID3
* xyz 1 1
Cs 3.22 2.26 -0.08
C -0.69 0.02 0.31
O -1.32 0.79 1.01
N -1.26 -0.73 -0.68
N 0.66 -0.15 0.49
H -2.24 -0.60 -0.83
H -0.73 -1.35 -1.26
H 1.11 0.50 1.12
H 1.23 -0.73 -0.09
*
```

---

ΔE to the lowest compared entry with this formula, charge and spin (kcal/mol)
0.0, 139.0, 32.2, 25.7
Largest force on an atom (eV Å⁻¹)
2.1, 4.2, 2.2, 1.2